{"formula": "C5H8N", "method": "the ωB97M-V functional and the def2-TZVPD basis", "e_homo_ev": -14.5, "charge": 1, "orbital_gap_ev": 10.0, "smiles": "CC(C)=[N+]1C=C1", "e_lumo_ha": -0.16645, "symbols": ["C", "C", "C", "N", "C", "C", "H", "H", "H", "H", "H", "H", "H", "H"], "positions_angstrom": [[0.3282, 1.3531, -0.9806], [-0.1941, 0.3173, -0.0608], [-1.3065, 0.5406, 0.9579], [0.5464, -0.7119, 0.0106], [1.4446, -1.7494, -0.3937], [0.5588, -1.9406, 0.5646], [-0.3192, 2.2703, -0.9101], [0.0919, 1.0360, -1.9185], [1.3633, 1.5589, -1.0170], [-1.5703, -0.2225, 1.6881], [-2.0757, 0.7944, 0.3548], [-1.1103, 1.2889, 1.5880], [1.9278, -1.9876, -1.2551], [0.3151, -2.5474, 1.3718]], "forces_ev_per_angstrom": [[-2.809, 2.103, 1.230], [1.616, 0.659, 1.790], [1.964, -3.299, -1.188], [-1.589, 1.162, 0.048], [-2.790, 0.152, 2.320], [3.123, -1.688, -1.024], [1.066, -0.570, 0.264], [-0.613, -1.052, -3.081], [1.121, 0.183, 0.721], [0.138, -0.851, -0.760], [-3.115, 0.850, -1.475], [1.163, 3.604, 1.937], [1.799, -0.548, -1.980], [-1.073, -0.706, 1.198]], "nbo_charge": [-0.6787, 0.3810, -0.6527, -0.2633, 0.0759, 0.0901, 0.2550, 0.2487, 0.2611, 0.2444, 0.2459, 0.2535, 0.2662, 0.2730]}



{"formula": "C5H8N", "method": "the ωB97M-V functional and the def2-TZVPD basis", "e_homo_ev": -14.6, "charge": 1, "orbital_gap_ev": 10.2, "smiles": "CC(C)=[N+]1C=C1", "e_lumo_ha": -0.16060, "symbols": ["C", "C", "C", "N", "C", "C", "H", "H", "H", "H", "H", "H", "H", "H"], "positions_angstrom": [[-1.6143, 0.0672, -0.6487], [-0.2503, 0.0627, 0.1112], [-0.3589, 0.8968, 1.3600], [0.8055, -0.6198, -0.1241], [2.3156, -0.7533, -0.1863], [1.5193, -1.3670, -1.0173], [-2.2305, -0.6704, -0.1159], [-1.6299, -0.1416, -1.7197], [-1.9440, 1.1083, -0.5403], [-1.2867, 0.7771, 1.8832], [-0.5056, 1.8618, 0.7167], [0.5000, 0.7662, 2.0682], [3.2327, -0.2489, 0.2441], [1.4469, -1.7391, -2.0313]], "forces_ev_per_angstrom": [[1.452, -0.322, 0.291], [-1.549, -0.768, 0.928], [1.232, 1.190, -2.109], [-0.306, 1.222, 0.598], [-0.528, 0.256, 0.650], [2.031, 0.220, -1.706], [-0.200, 0.518, -0.197], [0.449, -0.276, 0.169], [-0.424, -0.528, 0.158], [-0.550, -0.362, 0.078], [0.817, -0.524, 2.230], [-0.683, 0.736, -0.894], [-1.461, -0.958, -0.496], [-0.280, -0.403, 0.301]], "nbo_charge": [-0.6646, 0.3959, -0.6606, -0.3007, 0.0693, 0.0376, 0.2643, 0.2503, 0.2491, 0.2642, 0.2557, 0.2509, 0.3127, 0.2759]}



{"formula": "C5H8N", "method": "the ωB97M-V functional and the def2-TZVPD basis", "e_homo_ev": -13.0, "charge": 1, "orbital_gap_ev": 8.9, "smiles": "CC=C=C=C[NH3+]", "e_lumo_ha": -0.14979, "symbols": ["C", "C", "C", "C", "C", "N", "H", "H", "H", "H", "H", "H", "H", "H"], "positions_angstrom": [[0.4921, -1.2940, 2.6796], [0.9116, -0.1761, 1.8684], [0.4413, 0.1546, 0.6190], [0.1382, 0.7075, -0.5384], [-0.1831, 1.1338, -1.7786], [-1.0828, 0.5407, -2.7757], [1.3130, -2.0897, 2.6238], [-0.4431, -1.7523, 2.3932], [0.5287, -1.2570, 3.7908], [1.4008, 0.7056, 2.2891], [0.1369, 2.1399, -2.0107], [-0.6403, 0.4110, -3.7531], [-1.8564, 1.2294, -2.8447], [-1.1569, -0.4534, -2.5627]], "forces_ev_per_angstrom": [[1.602, -2.959, 1.469], [-1.966, 2.834, -2.811], [0.355, 0.689, -0.363], [-0.180, -2.071, 0.499], [1.691, 0.874, 2.592], [1.875, -0.124, -1.555], [-0.968, 0.600, -0.534], [-0.101, -0.060, -0.283], [-0.290, 1.166, -0.717], [0.487, -0.498, 0.150], [-0.063, -0.025, -0.507], [-0.470, 1.075, 1.584], [-0.378, -1.533, -0.152], [-1.594, 0.032, 0.627]], "nbo_charge": [-0.6953, -0.0926, 0.0253, 0.0008, -0.2056, -0.7033, 0.2688, 0.2459, 0.2706, 0.2580, 0.2375, 0.4530, 0.4716, 0.4653]}



{"formula": "C5H8N2", "method": "the ωB97M-V functional and the def2-TZVPD basis", "e_homo_ev": [-8.3, -8.4], "charge": 0, "orbital_gap_ev": [8.1, 8.1], "e_lumo_ha": [-0.01094, -0.01078], "symbols": ["C", "N", "C", "N", "C", "C", "C", "H", "H", "H", "H", "H", "H", "H", "H"], "positions_angstrom": [[-2.8650, -0.2365, -0.0572], [-1.5112, 0.2748, -0.1201], [-0.6719, -0.1648, 0.7446], [0.6540, 0.1157, 0.8428], [1.5346, 0.3240, -0.1954], [2.9579, -0.1010, -0.0996], [0.8282, 1.1370, -0.9326], [-3.0946, -0.7958, -0.9727], [-3.0459, -0.9041, 0.7993], [-3.5711, 0.5996, -0.0020], [-0.9929, -0.8196, 1.5648], [3.3600, 0.2333, 0.8619], [3.0095, -1.1947, -0.1228], [3.5571, 0.3096, -0.9153], [-0.1486, 1.2226, -1.3956]], "forces_ev_per_angstrom": [[-0.224, -0.083, -0.013], [0.268, -0.107, 0.271], [-0.151, 0.076, -0.184], [-0.117, -0.018, 0.035], [0.097, 0.097, -0.215], [0.007, 0.020, -0.026], [-0.010, -0.140, 0.233], [0.038, 0.101, 0.134], [0.044, 0.097, -0.101], [0.091, -0.131, -0.007], [-0.015, 0.063, -0.067], [-0.063, -0.047, -0.137], [-0.040, 0.159, 0.007], [-0.115, -0.047, 0.117], [0.191, -0.039, -0.048]], "nbo_charge": [-0.4236, -0.5204, 0.2492, -0.4682, 0.1012, -0.6455, -0.0052, 0.1974, 0.1708, 0.1972, 0.1662, 0.2440, 0.2363, 0.2285, 0.2721]}



{"formula": "C5H8N2", "method": "the ωB97M-V functional and the def2-TZVPD basis", "e_homo_ev": -8.2, "charge": 0, "orbital_gap_ev": 9.0, "e_lumo_ha": 0.03040, "symbols": ["C", "C", "C", "C", "N", "C", "N", "H", "H", "H", "H", "H", "H", "H", "H"], "positions_angstrom": [[-0.5570, 1.0719, -0.0223], [-0.1123, -0.3592, -0.2699], [1.3970, -0.2603, -0.4508], [1.8425, 1.0035, 0.2690], [0.7093, 1.6535, 0.4588], [-0.7726, -1.4876, 0.4187], [-0.8882, -1.3183, -1.0341], [-0.8753, 1.5720, -0.9486], [-1.3560, 1.1725, 0.7214], [0.6959, 2.5666, 0.8948], [1.6486, -0.1255, -1.5138], [1.9357, -1.1513, -0.1135], [-1.6405, -1.2716, 1.0412], [-0.1832, -2.3444, 0.7390], [-1.8017, -0.9435, -1.2778]], "forces_ev_per_angstrom": [[-0.046, -0.066, -0.059], [0.109, 0.150, 0.125], [0.060, -0.082, 0.011], [-0.584, 0.018, -0.070], [0.254, 0.046, 0.045], [0.006, -0.118, 0.309], [-0.168, 0.071, -0.215], [0.056, -0.082, 0.123], [0.160, -0.041, -0.100], [0.075, -0.115, -0.074], [-0.003, -0.014, 0.125], [-0.059, 0.165, -0.035], [0.133, -0.026, -0.127], [-0.086, 0.127, -0.085], [0.093, -0.035, 0.028]], "nbo_charge": [-0.2556, 0.0531, -0.5355, 0.1186, -0.5652, -0.2483, -0.5753, 0.1965, 0.2038, 0.3972, 0.2402, 0.2334, 0.1886, 0.1997, 0.3489]}



{"formula": "C5H8N2", "method": "the ωB97M-V functional and the def2-TZVPD basis", "e_homo_ev": -8.9, "charge": 0, "orbital_gap_ev": 8.6, "e_lumo_ha": -0.01121, "symbols": ["C", "C", "C", "C", "C", "N", "N", "H", "H", "H", "H", "H", "H", "H", "H"], "positions_angstrom": [[-1.4475, 1.4565, 0.6269], [-0.3733, 0.4324, 0.5939], [1.2139, -0.9641, 0.8035], [0.5521, 0.2704, -0.6752], [0.1703, -0.3984, -1.7904], [0.0620, -0.3028, 1.5085], [1.1955, -2.1983, 0.4164], [0.3683, -2.7062, 0.7281], [2.1363, -0.5226, 1.1937], [1.1289, 1.1871, -0.8057], [-1.9816, 1.3966, 1.5724], [-2.1249, 1.3035, -0.2136], [-1.0116, 2.4525, 0.5234], [0.3257, -0.0021, -2.7827], [-0.2141, -1.4045, -1.6990]], "forces_ev_per_angstrom": [[-0.042, -0.161, -0.053], [2.231, -0.614, -1.953], [-1.287, -2.899, 3.319], [-2.719, 2.760, -1.599], [0.565, 0.287, 0.715], [0.761, -1.423, 0.752], [0.798, 1.219, 1.034], [-0.416, 0.450, -0.466], [0.219, 0.434, -1.335], [-0.032, 0.082, -0.296], [-0.034, -0.009, 0.004], [-0.062, 0.042, 0.071], [0.012, -0.029, -0.020], [0.614, -0.238, -0.096], [-0.609, 0.100, -0.077]], "nbo_charge": [-0.6685, 0.3088, 0.2156, -0.3360, -0.2890, -0.4509, -0.6510, 0.3455, 0.2058, 0.2105, 0.2423, 0.2349, 0.2346, 0.1995, 0.1979]}



{"formula": "C5H8N2", "method": "the ωB97M-V functional and the def2-TZVPD basis", "e_homo_ev": -9.0, "charge": 0, "orbital_gap_ev": 10.0, "smiles": "Cc1ccn(C)n1", "e_lumo_ha": 0.03881, "symbols": ["C", "C", "C", "C", "N", "C", "N", "H", "H", "H", "H", "H", "H", "H", "H"], "positions_angstrom": [[-2.4684, -0.5077, 0.3636], [-1.0309, -0.0974, 0.1304], [-0.6538, 0.9359, -0.7384], [0.7304, 1.0145, -0.6708], [1.0968, 0.0259, 0.2008], [2.4582, -0.4732, 0.3036], [0.0430, -0.6473, 0.7132], [-3.0651, -0.0161, -0.4085], [-2.8380, -0.1711, 1.3342], [-2.7025, -1.5808, 0.3037], [-1.3225, 1.6160, -1.3346], [1.4114, 1.6870, -1.1515], [3.0267, 0.2282, 0.9089], [2.8808, -0.5486, -0.7091], [2.4339, -1.4654, 0.7546]], "forces_ev_per_angstrom": [[0.049, -0.038, 0.037], [-0.099, -0.399, 0.287], [-0.107, 1.480, -0.874], [-1.364, -1.058, 0.748], [-0.050, 0.503, -0.718], [-0.269, 0.033, 0.004], [-0.202, 0.180, -0.813], [-0.045, -0.028, 0.140], [0.084, 0.072, -0.009], [0.533, 0.245, -0.035], [0.832, -0.977, 0.795], [0.324, -0.071, -0.065], [0.326, -0.178, 0.044], [-0.027, 0.020, 0.413], [0.015, 0.216, 0.046]], "nbo_charge": [-0.6351, 0.1208, -0.3391, -0.0567, -0.1645, -0.4058, -0.2690, 0.2150, 0.2219, 0.2253, 0.2260, 0.2180, 0.2049, 0.2056, 0.2326]}



{"formula": "C5H8N2", "method": "the ωB97M-V functional and the def2-TZVPD basis", "e_homo_ev": -8.5, "charge": 0, "orbital_gap_ev": 9.5, "smiles": "C1=CN2C[C@@H]1CN2", "e_lumo_ha": 0.03900, "symbols": ["C", "C", "N", "C", "C", "C", "N", "H", "H", "H", "H", "H", "H", "H", "H"], "positions_angstrom": [[-1.2052, -0.4690, -0.6602], [-1.3082, 0.8404, -0.4478], [-0.2239, 1.2632, 0.4061], [-0.2308, 0.0516, 1.4029], [-0.0754, -1.0166, 0.2097], [1.2182, -0.2988, -0.6723], [0.9775, 1.1374, -0.3094], [-1.9518, -1.0997, -1.1583], [-1.7184, 1.6545, -0.9676], [-1.2058, -0.0939, 1.9882], [0.7023, 0.0461, 1.9037], [-0.0619, -2.1496, 0.2660], [2.2901, -0.5613, -0.4778], [1.0720, -0.8034, -1.6918], [1.7214, 1.4991, 0.2088]], "forces_ev_per_angstrom": [[-1.458, -0.762, 0.596], [1.818, -0.309, -0.511], [-0.891, -0.964, 2.841], [-0.466, -1.147, -2.588], [0.658, 1.014, -0.845], [-0.832, -1.926, 1.022], [-0.598, -1.656, -2.906], [0.623, 0.326, -0.262], [-1.303, 0.465, -0.695], [1.705, 0.539, -0.818], [0.529, 0.333, 1.342], [0.197, 1.565, 0.437], [-0.958, 0.047, 0.655], [-0.160, 1.931, 0.773], [1.136, 0.546, 0.960]], "nbo_charge": [-0.2175, -0.0562, -0.2900, -0.2475, -0.2897, -0.2620, -0.4793, 0.2218, 0.2144, 0.2256, 0.1906, 0.2329, 0.1991, 0.1958, 0.3620]}



{"formula": "C5H8N2", "method": "the ωB97M-V functional and the def2-TZVPD basis", "e_homo_ev": -8.2, "charge": 0, "orbital_gap_ev": 9.0, "smiles": "C[C@H]1CN1CC#N", "e_lumo_ha": 0.02892, "symbols": ["C", "C", "C", "N", "C", "C", "N", "H", "H", "H", "H", "H", "H", "H", "H"], "positions_angstrom": [[0.5965, 0.3484, 2.1417], [0.6936, -0.3400, 0.8003], [-0.3759, -1.0377, 0.0968], [-0.1958, 0.2510, -0.4272], [-0.9819, 0.5780, -1.6554], [0.2308, 0.5511, -2.4505], [1.2597, 0.4929, -2.9802], [-0.4323, 0.6182, 2.3826], [1.2085, 1.2543, 2.1074], [1.0062, -0.2568, 2.9690], [1.7154, -0.7323, 0.6230], [-0.1024, -1.8767, -0.5506], [-1.3310, -1.0953, 0.5954], [-1.6807, -0.2501, -1.9354], [-1.6106, 1.4951, -1.7169]], "forces_ev_per_angstrom": [[-0.157, 0.232, -0.281], [0.292, 0.803, -0.845], [-1.009, -0.367, 0.322], [-0.912, -0.635, 2.366], [1.419, -0.175, 0.198], [0.708, 0.443, -2.385], [-0.853, 0.054, 0.254], [0.054, 0.011, -0.054], [-0.158, -0.022, 0.032], [-0.137, -0.108, -0.539], [-0.544, 0.708, -0.642], [-0.047, -0.180, 0.159], [-0.345, -0.902, 0.462], [0.783, 0.376, 0.488], [0.904, -0.237, 0.465]], "nbo_charge": [-0.6418, 0.0939, -0.2526, -0.5335, -0.2764, 0.2763, -0.3641, 0.2216, 0.2315, 0.2282, 0.2109, 0.1736, 0.1691, 0.2310, 0.2324]}



{"formula": "C5H8N2", "method": "the ωB97M-V functional and the def2-TZVPD basis", "e_homo_ev": -8.9, "charge": 0, "orbital_gap_ev": 9.9, "e_lumo_ha": 0.03687, "symbols": ["C", "C", "C", "C", "C", "H", "H", "H", "H", "H", "H", "H", "H", "N", "N"], "positions_angstrom": [[-0.7580, -0.5581, -0.1055], [0.4588, -0.3629, 0.9607], [0.4784, -0.3608, -0.9649], [0.9034, 1.0647, -0.7126], [0.8996, 1.1032, 0.5819], [-2.5313, -0.1370, 0.5829], [-1.7636, 1.2471, 0.0100], [-1.1259, -1.6259, -0.1162], [0.3838, -0.6027, 2.0169], [0.9899, -2.1046, -0.0461], [0.5240, -0.7080, -1.9988], [1.1039, 1.9623, -1.3170], [1.0376, 1.9361, 1.3118], [-1.9268, 0.2572, -0.1639], [1.3262, -1.1107, -0.0391]], "forces_ev_per_angstrom": [[0.391, -0.603, 1.258], [-0.338, 0.986, -0.156], [0.109, -0.398, -3.572], [0.124, 1.464, -1.265], [-0.607, -0.324, 3.559], [0.187, 0.887, -0.818], [0.149, -0.283, 0.050], [0.659, 0.921, -0.008], [0.250, -0.359, 0.014], [0.356, 1.000, -0.023], [-0.168, 0.068, -0.056], [-0.154, -1.030, -0.283], [0.039, -0.865, -0.845], [-0.739, -0.501, 0.798], [-0.260, -0.963, 1.349]], "nbo_charge": [-0.0244, -0.1359, -0.1262, -0.2185, -0.1987, 0.3608, 0.3687, 0.1867, 0.2029, 0.3407, 0.2021, 0.2294, 0.2193, -0.8328, -0.5740]}



Per-record max |F|, eV Å⁻¹: 4.254 2.717 4.450 0.396 0.588 4.591 1.881 3.398 2.614 3.625
Per-record total energy, eV: -6793.3116 -6793.5791 -6794.1617 -8290.1016 -8292.0118 -8290.9080 -8294.2793 -8291.0907 -8290.5782 -8291.9523